C50H88B2ClN2O18 | ωB97M-V/def2-TZVPD

Element x y z (Å)
C1 -4.46 3.84 -3.06
C2 -4.80 2.50 -2.93
C3 -5.10 1.75 -1.66
N1 -3.87 1.37 -0.85
C4 -4.46 0.50 0.26
C5 -4.04 0.80 1.70
C6 -4.12 -0.44 2.61
Cl1 -5.32 1.96 2.37
C7 -3.09 0.38 -1.67
C8 -1.69 0.15 -1.03
C9 -1.57 -1.08 -0.08
C10 -1.60 -2.42 -0.81
C11 -2.15 -3.51 0.17
C12 -3.64 -3.65 0.00
O1 -4.32 -2.76 -0.38
O2 -4.21 -4.85 0.25
B1 -0.68 -0.20 -2.20
O3 -1.08 -0.56 -3.46
O4 0.71 -0.20 -1.97
C13 -1.52 1.55 -0.27
C14 -0.18 2.29 -0.46
C15 0.86 1.59 0.48
C16 2.37 1.95 0.25
C17 3.24 0.67 0.29
C18 3.69 0.27 1.70
C19 2.53 -0.02 2.67
C20 2.98 -0.54 4.04
C21 3.35 -2.05 4.00
C22 2.52 -2.95 4.93
C23 2.27 -2.37 6.34
C24 0.85 -1.81 6.57
O5 0.10 -1.67 5.38
C25 -1.01 -0.82 5.56
C26 -2.81 2.37 -0.55
B2 -3.10 3.71 0.28
N2 -4.38 4.43 0.26
O6 -2.12 4.23 1.11
H1 -3.41 4.09 -3.26
H2 -5.16 4.68 -3.07
H3 -4.83 1.92 -3.87
H4 -5.63 0.84 -1.94
H5 -5.82 2.32 -1.07
H6 -5.55 0.57 0.25
H7 -4.26 -0.56 0.07
H8 -3.11 1.34 1.84
H9 -3.14 -0.93 2.67
H10 -4.83 -1.15 2.19
H11 -4.38 -0.14 3.63
H12 -3.64 -0.47 -2.07
H13 -2.79 0.90 -2.59
H14 -0.67 -1.05 0.54
H15 -2.41 -1.05 0.62
H16 -2.31 -2.43 -1.65
H17 -0.62 -2.80 -1.11
H18 -1.70 -4.46 -0.15
H19 -1.82 -3.37 1.21
H20 -3.69 -5.29 0.95
H21 -0.33 -0.45 -4.06
H22 0.97 -1.14 -2.01
H23 -1.40 1.19 0.76
H24 0.16 2.35 -1.50
H25 -0.22 3.32 -0.10
H26 0.72 0.51 0.51
H27 0.61 1.95 1.49
H28 2.70 2.58 1.08
H29 2.52 2.49 -0.71
H30 4.15 0.90 -0.27
H31 2.74 -0.14 -0.25
H32 4.24 -0.69 1.59
H33 4.42 0.96 2.13
H34 2.01 0.93 2.85
H35 1.82 -0.70 2.17
H36 2.18 -0.31 4.75
H37 3.88 0.00 4.39
H38 4.40 -2.16 4.28
H39 3.27 -2.39 2.96
H40 3.10 -3.87 5.07
H41 1.60 -3.29 4.43
H42 3.00 -1.57 6.50
H43 2.50 -3.14 7.08
H44 0.96 -0.80 7.00
H45 0.34 -2.42 7.34
H46 -1.74 -1.23 6.28
H47 -0.67 0.19 5.84
H48 -1.53 -0.77 4.60
H49 -2.53 2.79 -1.54
H50 -5.17 3.81 0.41
H51 -4.50 5.00 -0.57
H52 -1.81 5.05 0.68
O7 4.06 4.06 -1.94
C27 3.05 4.34 -2.52
O8 1.82 4.30 -1.93
C28 0.82 4.59 -2.91
C29 1.53 5.34 -4.02
C30 2.92 4.73 -3.97
H53 0.40 3.64 -3.26
H54 0.02 5.18 -2.46
H55 1.04 5.24 -4.99
H56 1.58 6.40 -3.78
H57 3.00 3.83 -4.59
H58 3.69 5.45 -4.25
O9 6.35 -3.93 4.04
C31 6.26 -4.65 3.09
O10 7.34 -5.14 2.43
C32 6.90 -5.88 1.27
C33 5.47 -6.28 1.57
C34 4.99 -5.11 2.42
H59 6.99 -5.24 0.40
H60 7.55 -6.75 1.13
H61 4.87 -6.45 0.68
H62 5.45 -7.19 2.17
H63 4.59 -4.29 1.81
H64 4.25 -5.42 3.17
O11 -4.78 -1.63 -6.37
C35 -5.32 -1.74 -5.31
O12 -5.92 -0.70 -4.66
C36 -6.37 -1.13 -3.37
C37 -6.51 -2.64 -3.47
C38 -5.41 -2.99 -4.46
H65 -5.63 -0.84 -2.62
H66 -7.32 -0.65 -3.13
H67 -6.42 -3.14 -2.51
H68 -7.48 -2.90 -3.89
H69 -4.45 -3.15 -3.97
H70 -5.67 -3.86 -5.07
O13 5.62 4.98 2.60
C39 5.71 5.82 1.75
O14 5.77 7.15 2.03
C40 5.77 7.91 0.81
C41 6.25 6.94 -0.26
C42 5.73 5.60 0.26
H71 4.75 8.26 0.63
H72 6.42 8.77 0.92
H73 5.91 7.20 -1.26
H74 7.34 6.92 -0.27
H75 4.71 5.41 -0.08
H76 6.38 4.78 -0.01
O15 -9.20 0.85 -2.09
C43 -9.99 0.18 -2.70
O16 -9.77 -1.12 -3.01
C44 -10.83 -1.61 -3.85
C45 -12.01 -0.68 -3.58
C46 -11.31 0.64 -3.29
H77 -10.50 -1.57 -4.89
H78 -11.06 -2.64 -3.58
H79 -12.71 -0.63 -4.41
H80 -12.55 -1.01 -2.70
H81 -11.11 1.21 -4.20
H82 -11.86 1.25 -2.57
O17 8.78 -5.12 -1.29
C47 9.65 -4.63 -0.61
O18 10.92 -5.09 -0.58
C48 11.68 -4.37 0.41
C49 10.93 -3.06 0.60
C50 9.49 -3.47 0.35
H83 11.71 -4.96 1.32
H84 12.69 -4.22 0.05
H85 11.10 -2.60 1.57
H86 11.24 -2.34 -0.16
H87 9.00 -3.83 1.26
H88 8.90 -2.67 -0.10

Output
relative energy (zero: lowest compared OMol25 entry of this formula, charge and spin) = 0.0 kcal/mol
charge = +1

C3H10NO3 | ωB97M-V/def2-TZVPD

Element x y z (Å)
C1 -1.53 0.78 0.57
C2 0.99 0.07 0.58
C3 -0.47 -0.24 0.14
N1 -0.25 -0.27 -1.42
O1 1.45 1.18 -0.09
O2 1.77 -1.05 0.10
O3 -0.67 -1.49 0.55
H1 -2.36 0.97 -0.10
H2 -1.88 0.39 1.47
H3 -1.06 1.71 0.73
H4 1.23 0.16 1.59
H5 -1.06 -0.57 -1.97
H6 0.39 -1.03 -1.30
H7 0.05 0.65 -1.67
H8 2.29 1.61 0.26
H9 2.61 -1.08 0.39
H10 -1.49 -1.80 0.16

Output
SMILES string = C[C@]([NH3+])(O)C(O)O
relative energy (zero: lowest compared OMol25 entry of this formula, charge and spin) = 51.4 kcal/mol
charge = +1

C5H5NO | ωB97M-V/def2-TZVPD

Element x y z (Å)
O1 0.18 0.16 2.34
C1 0.92 -0.02 1.45
C2 1.94 -0.33 0.68
C3 2.19 -0.16 -0.62
C4 -0.62 0.74 -0.53
C5 -1.62 -0.44 -0.55
N1 -1.76 0.83 0.07
H1 3.14 -0.43 -1.08
H2 1.43 0.29 -1.26
H3 -1.43 -1.31 0.07
H4 -2.20 -0.62 -1.45
H5 -2.16 1.30 0.87

Output
relative energy (zero: lowest compared OMol25 entry of this formula, charge and spin) = 137.2 kcal/mol

C19H26N5O7S2Zr | ωB97M-V/def2-TZVPD

Element x y z (Å)
Zr1 1.12 1.88 -0.44
N1 -0.68 3.38 -0.85
C1 -0.51 4.18 0.39
C2 0.96 4.64 0.31
O1 1.25 5.76 -0.03
N2 1.81 3.60 0.52
C3 3.13 3.81 -0.12
C4 3.07 2.85 -1.30
O2 3.86 1.92 -1.44
O3 1.93 2.85 -1.95
H1 -0.43 3.99 -1.64
H2 -1.66 3.15 -0.98
H3 -0.70 3.54 1.27
H4 -1.17 5.06 0.42
H5 3.95 3.54 0.55
H6 3.23 4.85 -0.44
O4 -6.51 -2.20 -2.78
S1 -5.56 -3.29 -2.73
O5 -4.29 -3.03 -3.37
O6 -6.07 -4.63 -2.84
C5 -5.18 -3.06 -0.90
N3 -6.09 -3.38 -0.01
C6 -5.84 -2.97 1.23
C7 -4.84 -2.03 1.50
C8 -3.97 -1.72 0.46
N4 -4.10 -2.36 -0.73
C9 -2.87 -0.79 0.44
C10 -2.07 -0.42 1.54
C11 -0.94 0.34 1.34
N5 -0.54 0.77 0.11
C12 -1.35 0.45 -0.95
C13 -2.48 -0.30 -0.83
H7 -6.49 -3.34 2.01
H8 -4.81 -1.53 2.46
H9 -2.32 -0.75 2.53
H10 -0.31 0.64 2.17
H11 -1.05 0.85 -1.92
H12 -3.07 -0.57 -1.69
C14 2.00 -1.93 2.66
C15 3.37 -2.13 2.02
C16 4.17 -0.84 1.89
S2 3.82 0.33 0.52
O7 2.34 0.75 0.71
C17 3.72 -0.88 -0.86
C18 2.28 -1.32 -1.13
C19 1.61 -0.53 -2.26
H13 1.47 -2.88 2.71
H14 1.39 -1.23 2.09
H15 2.10 -1.55 3.68
H16 3.24 -2.62 1.05
H17 3.95 -2.81 2.64
H18 5.23 -1.06 1.73
H19 4.08 -0.24 2.80
H20 4.37 -1.72 -0.60
H21 4.15 -0.37 -1.71
H22 1.68 -1.24 -0.22
H23 2.28 -2.38 -1.41
H24 1.65 0.57 -2.09
H25 0.57 -0.86 -2.37
H26 2.11 -0.73 -3.20

Output
charge = +1

no.,maximum force (eV/A),electronic energy (eV),orbital gap (eV)
1,3.70,-106982.944,7.2
2,5.23,-10898.235,12.0
3,1.08,-8797.468,8.6
4,3.05,-64851.377,4.3